{
  "formula": "C41H72BrCl14N4OS",
  "method": "ωB97M-V/def2-TZVPD",
  "e_lumo_ev": -2.765,
  "e_tot_ha": -11314.41133,
  "total_charge": 1,
  "homo_lumo_gap_ev": 8.31,
  "de_lowest_ev": 0.000,
  "symbols": ["Br", "Cl", "Cl", "Cl", "Cl", "Cl", "Cl", "Cl", "Cl", "Cl", "Cl", "Cl", "Cl", "Cl", "Cl", "S", "O", "N", "N", "N", "N", "C", "C", "C", "C", "C", "C", "C", "C", "C", "C", "C", "C", "C", "C", "C", "C", "C", "C", "C", "C", "C", "C", "C", "C", "C", "C", "C", "C", "C", "C", "C", "C", "C", "C", "C", "C", "C", "C", "C", "C", "C", "H", "H", "H", "H", "H", "H", "H", "H", "H", "H", "H", "H", "H", "H", "H", "H", "H", "H", "H", "H", "H", "H", "H", "H", "H", "H", "H", "H", "H", "H", "H", "H", "H", "H", "H", "H", "H", "H", "H", "H", "H", "H", "H", "H", "H", "H", "H", "H", "H", "H", "H", "H", "H", "H", "H", "H", "H", "H", "H", "H", "H", "H", "H", "H", "H", "H", "H", "H", "H", "H", "H", "H"],
  "xyz": [[-6.1808, -0.3867, 0.5431], [4.0872, 0.6231, -5.0231], [7.5213, 3.7904, -2.8255], [1.9690, 6.2045, -5.0063], [4.6199, 2.8347, -1.4333], [-0.1425, -1.7950, -2.0352], [0.8257, 3.2858, -3.8057], [5.6119, 1.8412, -9.1498], [1.4584, -7.3008, 4.4427], [3.6132, -4.7198, 5.0413], [4.6044, 4.1981, -6.8914], [2.4737, 4.4377, 1.6746], [4.5946, 6.9366, 2.6123], [7.4137, 0.7368, -5.8284], [-0.6621, -4.2174, -0.2924], [-4.9202, -5.0150, 0.7501], [-1.2018, -2.3864, 3.0210], [-1.1415, 5.4662, 4.5837], [-3.2934, 4.6332, 4.1687], [-3.9769, -1.3277, 2.1793], [-1.6241, 3.1298, 4.9136], [-0.3367, -3.5018, 2.8853], [5.9144, 3.8242, -3.6026], [-2.3366, 2.2612, -0.2173], [-0.4314, 1.1005, 4.1789], [-4.8905, -3.4780, 1.7039], [-1.2495, 2.9140, -0.8080], [-1.4443, 4.2596, -1.4322], [-5.4564, -2.5558, -1.1047], [1.4137, 4.8175, -5.9806], [-0.8849, 2.4990, 3.8004], [-2.8168, -0.9688, 2.5865], [6.3028, -0.6410, -6.0361], [-2.7469, 0.0872, 3.6279], [-2.5664, -2.6925, 0.9444], [5.0572, 3.4982, -9.5059], [3.2158, -7.4086, 4.7538], [-0.0105, 2.2607, -0.7594], [0.1305, 1.0442, -0.1072], [-2.1078, 4.4192, 4.5326], [0.2833, 4.0826, -5.3096], [-1.7373, -1.7323, 1.8591], [-1.8524, -2.0084, -1.5314], [-2.1909, 1.0295, 0.4240], [-2.6442, -2.3186, -2.8215], [0.0413, -3.9548, 4.2847], [-0.9480, 0.4032, 0.5147], [-2.8974, -6.4432, 2.1428], [-0.6332, -0.8911, 1.2260], [3.6935, -6.3644, 5.7270], [4.8699, 5.1844, 2.7832], [4.9022, -0.2067, -6.3822], [-1.2032, -4.2217, 5.1489], [-4.7887, -1.6193, -0.1054], [-4.4133, -6.2459, 1.9661], [-1.5797, 0.1815, 4.6122], [-2.0611, -3.1379, -0.4526], [4.2622, 4.4030, 1.6478], [4.8298, 4.1633, -2.6176], [5.4485, 4.4902, -8.4394], [-4.0918, -2.3135, 1.0765], [-6.0426, -1.8163, -2.3102], [-4.8998, -6.0750, 2.9231], [4.7356, -6.5536, 5.9768], [0.0716, -0.6706, 2.0241], [-0.0096, 3.0953, 3.5241], [-5.9226, -3.1428, 1.8274], [4.5849, 4.7852, 0.6853], [6.7018, -1.2495, -6.8460], [-2.0105, -2.1916, -3.6902], [4.4687, 4.8761, 3.7444], [-3.0788, 0.5799, 0.8493], [-2.5513, -3.6274, 1.5075], [6.3244, -1.2233, -5.1186], [-0.8348, -4.3363, 2.3940], [5.1789, 5.4927, -8.7665], [-0.1042, 3.3123, -5.9736], [2.2632, 4.1618, -6.1679], [4.3008, -1.0828, -6.6200], [-2.5013, 4.4335, -1.6201], [-4.8429, -7.1678, 1.5808], [-2.8092, 1.0296, 3.0791], [5.5067, 3.7913, -10.4527], [-4.7901, -3.3575, -1.4060], [4.8913, 0.4701, -7.2339], [-4.1027, -0.9654, -0.6344], [-0.0885, -1.5426, 0.5439], [3.9787, 3.4561, -9.6320], [-0.8295, 5.6435, 3.6342], [-1.6193, 6.3118, 4.8734], [-6.0389, -2.4357, -3.2014], [-3.0036, -3.3447, -2.8417], [-3.4878, -1.6421, -2.9173], [-7.0672, -1.5099, -2.1245], [5.9470, 5.0272, 2.7897], [-3.8304, 3.7714, 4.2465], [-3.3048, 2.7419, -0.2523], [-1.9946, 0.6285, 5.5127], [-2.1667, -1.0467, -1.1488], [3.1068, -6.3740, 6.6415], [-1.1935, -0.7877, 4.9122], [-3.6741, 0.0355, 4.2006], [-1.0759, 5.0390, -0.7665], [-2.8257, -3.7961, -0.8461], [5.9614, 4.5699, -4.3926], [-0.9230, 4.3807, -2.3784], [-1.5380, 2.4977, 2.9279], [-5.4820, -0.9033, -2.5101], [3.7246, -7.3235, 3.7977], [-1.0708, -5.0754, 5.8069], [0.5702, -3.2588, 2.3305], [-2.6534, -7.4997, 2.0602], [0.2278, 1.1882, 5.0455], [-2.3501, -5.9415, 1.3498], [0.5921, -3.1364, 4.7497], [-2.5665, -6.1065, 3.1211], [-4.4984, -3.6411, 2.7048], [1.1070, 0.5784, -0.0872], [0.8591, 2.7052, -1.2181], [-4.7839, -0.8962, 2.6171], [-0.9604, 3.3017, 5.6640], [-1.4977, -3.3453, 5.7174], [0.1871, 0.6893, 3.3846], [-0.5309, 4.7518, -5.0402], [5.0547, 5.0746, -2.0686], [4.5566, 3.3580, 1.7185], [0.6737, -4.8345, 4.2254], [1.0865, 5.2172, -6.9393], [6.5155, 4.4646, -8.2351], [-2.0498, -4.4571, 4.4981], [3.4007, -8.4001, 5.1622], [5.7427, 2.8531, -4.0543], [3.8770, 4.2922, -3.1286], [-6.2857, -3.0347, -0.5814]],
  "lowdin_charge": [0.846, 0.538, 0.542, 0.546, 0.549, 0.669, 0.616, 0.594, 0.566, 0.556, 0.624, 0.518, 0.543, 0.547, 0.725, 0.941, -0.091, 0.092, 0.151, 0.130, 0.012, -0.221, -0.695, -0.023, -0.166, -0.382, -0.255, -0.051, -0.327, -0.684, -0.218, -0.079, -0.653, -0.062, -0.136, -0.636, -0.642, -0.046, -0.038, -0.548, -0.622, -0.289, -0.668, -0.065, -0.098, -0.222, -0.225, -0.132, -0.055, -0.650, -0.661, -0.663, -0.078, -0.573, -0.507, -0.154, -0.613, -0.688, -0.629, -0.613, -0.404, -0.113, 0.078, 0.076, 0.121, 0.106, 0.080, 0.032, 0.074, 0.061, 0.066, 0.080, 0.100, 0.067, 0.074, 0.078, 0.077, -0.019, 0.074, 0.079, 0.066, 0.118, 0.077, 0.069, -0.025, 0.073, 0.079, 0.069, 0.083, 0.081, 0.085, 0.085, 0.060, 0.066, 0.076, 0.046, 0.113, 0.110, 0.063, 0.071, 0.103, 0.139, 0.091, 0.052, 0.039, 0.017, 0.099, 0.069, 0.070, 0.073, 0.126, 0.078, 0.121, 0.029, 0.106, 0.053, 0.103, 0.122, 0.069, 0.120, 0.119, 0.066, 0.095, 0.068, 0.071, 0.063, 0.021, 0.077, 0.075, 0.049, 0.075, 0.006, 0.042, 0.090]
}